Record 1
DFT (the ωB97M-V functional and the def2-TZVPD basis) results for 2 unconnected molecules or ions with the total composition C33H30F6N2OS2 in a non-equilibrium geometry.

Values from the calculation:
Calculated total energy in Eh: -2855.7418
Orbital gap in eV: 2.30
E_HOMO in eV: -5.25

Last column: Mulliken charge in e.
Geometry (Å):
S 0.348 3.004 2.893  -0.388
S 1.855 0.592 2.453  -0.390
F 7.221 -7.845 9.907  -0.227
F 5.485 -7.773 8.543  -0.253
F 0.254 -6.644 -1.840  -0.274
F 2.317 -7.055 -2.520  -0.231
F 6.449 -9.710 9.004  -0.268
F 1.920 -6.661 -0.387  -0.239
O -0.736 0.628 2.239  -0.393
N 7.751 -6.766 7.337  0.710
N 3.142 -4.465 -1.487  0.559
C 11.220 -5.494 7.689  -0.728
C 4.207 -4.582 -2.454  -0.510
C 4.827 -5.806 -2.703  0.199
C 3.427 -4.304 -0.102  0.656
C -3.069 0.263 2.773  -1.481
C 6.647 -8.392 8.821  0.909
C 5.488 -4.106 6.112  -1.403
C 4.576 -4.879 0.457  -0.162
C -2.377 2.143 1.229  -1.222
C 5.070 -4.624 4.866  0.854
C 5.896 -5.888 -3.565  -0.935
C 1.779 -4.865 -1.883  -1.045
C 4.859 -4.744 1.786  -1.323
C 10.097 -5.196 9.781  -0.862
C 0.367 1.372 2.503  0.112
C 8.937 -5.697 9.237  0.155
C 6.782 -6.082 6.552  0.721
C 6.335 -4.807 6.919  -0.194
C 6.306 -6.639 5.359  -0.509
C 5.475 -5.936 4.537  -1.228
C 4.704 -3.445 -3.093  -0.322
C 7.589 -8.199 7.625  -1.038
C 11.243 -5.110 9.015  -0.306
C 5.771 -3.534 -3.954  -0.702
C 1.558 -6.368 -1.649  0.920
C 4.249 -3.837 4.023  -0.438
C 8.904 -6.111 7.905  -0.677
C 10.061 -5.983 7.137  -0.198
C 4.001 -4.014 2.639  0.743
C 6.366 -4.756 -4.196  -0.315
C 2.587 -3.556 0.728  -0.674
C 2.876 -3.394 2.052  -1.339
C -2.003 1.299 2.442  0.516
H 5.077 -6.406 3.656  0.747
H 1.723 -3.073 0.308  0.505
H 12.158 -4.749 9.453  0.402
H 2.231 -2.799 2.670  0.528
H -2.791 -0.320 3.649  0.342
H 6.362 -6.841 -3.749  0.377
H 1.039 -4.310 -1.307  0.388
H 10.029 -6.292 6.108  0.421
H -3.319 2.672 1.380  0.363
H 5.226 -5.455 -0.176  0.559
H -4.037 0.726 2.961  0.388
H 12.116 -5.439 7.093  0.386
H 6.654 -4.401 7.862  0.543
H 4.460 -6.681 -2.198  0.489
H 5.773 -5.156 2.175  0.759
H 5.143 -3.135 6.415  0.414
H 8.561 -8.637 7.856  0.421
H -1.608 2.882 1.006  0.312
H 10.118 -4.895 10.815  0.385
H 6.641 -7.618 5.068  0.399
H 7.202 -4.824 -4.871  0.407
H 4.252 -2.494 -2.879  0.465
H 6.144 -2.649 -4.441  0.400
H 8.048 -5.804 9.834  0.486
H 3.758 -2.997 4.486  0.520
H -1.866 1.955 3.319  0.350
H 7.189 -8.723 6.759  0.373
H -3.177 -0.439 1.947  0.336
H -2.477 1.507 0.351  0.324
H 1.611 -4.636 -2.935  0.431

=====

Record 2
DFT (the ωB97M-V functional and the def2-TZVPD basis) results for a molecular structure, C5H12NP in a non-equilibrium geometry.

Values from the calculation:
Calculated total energy in Eh: -593.7056
Orbital gap in eV: 8.57
E_HOMO in eV: -7.45
Energy relative to the best compared isomer or geometry (same formula, charge and spin) in kJ/mol: 239.2

Last column: Mulliken charge in e.
Geometry (Å):
P 0.690 -0.369 1.408  -0.142
N 2.015 0.849 1.222  -0.582
C 0.403 -0.687 -0.346  1.053
C -0.494 0.787 0.749  -0.299
C 1.191 0.003 -1.317  -1.223
C -0.504 -1.741 -0.686  -1.490
C -2.071 0.584 0.707  -0.857
H 1.676 1.759 1.103  0.201
H -2.548 1.603 0.846  0.318
H 1.940 0.608 -0.746  0.415
H 1.795 -0.590 -2.016  0.385
H 2.785 0.818 1.910  0.211
H -0.889 -2.141 0.143  0.499
H 0.490 0.746 -1.826  0.206
H -0.173 -2.560 -1.338  0.352
H -2.345 -0.194 1.421  0.296
H -1.491 -1.371 -1.189  0.173
H -0.103 1.717 0.291  0.340
H -2.365 0.179 -0.338  0.145

=====

Record 3
DFT (the ωB97M-V functional and the def2-TZVPD basis) results for C4H7N in the gas phase in a non-equilibrium geometry.

Values from the calculation:
Calculated total energy in Eh: -211.2809
SMILES: [H]/N=C/C=C/C
Orbital gap in eV: 8.62
E_HOMO in eV: -8.51
Energy relative to the best compared isomer or geometry (same formula, charge and spin) in kJ/mol: 209.6

Last column: Mulliken charge in e.
Geometry (Å):
N -2.883 0.244 0.024  -0.631
C -1.764 -0.363 -0.030  -0.096
C -0.557 0.364 0.095  -0.194
C 2.114 0.350 0.034  -1.033
C 0.847 -0.393 0.002  -0.081
H -0.550 1.423 0.274  0.297
H -1.660 -1.449 -0.184  0.286
H 0.806 -1.446 -0.201  0.331
H 2.005 1.299 0.561  0.297
H 2.904 -0.244 0.500  0.325
H 2.438 0.569 -0.993  0.255
H -3.699 -0.354 -0.083  0.244

=====

Record 4
DFT (the ωB97M-V functional and the def2-TZVPD basis) results for a molecular structure, C3H3NS in a non-equilibrium geometry.

Values from the calculation:
Calculated total energy in Eh: -568.8736
Orbital gap in eV: 8.57
E_HOMO in eV: -8.74
Energy relative to the best compared isomer or geometry (same formula, charge and spin) in kJ/mol: 378.1

Last column: Mulliken charge in e.
Geometry (Å):
S 0.548 1.158 -0.886  -0.205
N 1.019 0.959 0.746  -0.322
C -1.088 -1.518 -0.594  0.075
C 0.350 -0.159 0.968  -0.373
C -0.344 -0.871 0.069  -0.097
H 0.328 2.730 -0.685  0.164
H 0.564 -0.369 1.941  0.441
H -1.378 -1.932 -1.559  0.317

=====

Record 5
DFT (the ωB97M-V functional and the def2-TZVPD basis) results for 2 unconnected molecules or ions with the total composition C5H7N3O2 in a non-equilibrium geometry.

Values from the calculation:
Calculated total energy in Eh: -509.4689
SMILES: N#CCc1cnc(N)o1.O
Orbital gap in eV: 9.56
E_HOMO in eV: -9.08
Energy relative to the best compared isomer or geometry (same formula, charge and spin) in kJ/mol: 80.4

Last column: Mulliken charge in e.
Geometry (Å):
O 0.808 -4.049 -0.834  -0.362
O -0.659 -1.490 -4.048  -0.674
N 0.555 -4.086 -3.127  -0.594
N 3.628 -4.659 1.766  -0.387
N -0.514 -5.635 -1.630  -0.605
C -0.360 -5.812 -0.260  -0.291
C 1.010 -4.523 1.572  -0.407
C 2.477 -4.607 1.669  0.240
C 0.241 -4.618 -1.906  0.605
C 0.466 -4.857 0.225  0.355
H 0.575 -5.221 2.302  0.273
H 0.710 -3.508 1.875  0.250
H 1.505 -3.740 -3.202  0.263
H 0.300 -4.681 -3.908  0.245
H -0.157 -1.335 -4.858  0.297
H -0.318 -2.329 -3.697  0.423
H -0.893 -6.581 0.292  0.370

=====

orbital gap of number 4 (C3H3NS)?
8.57 eV

=====

Which value of calculated total energy does entry 3 give?
-211.2809 Eh